<1>
C2H6N2 | the ωB97M-V functional and the def2-TZVPD basis

- SMILES = C/C=N\N

```
! RIJCOSX wB97M-V def2-TZVPD def2/J DEFGRID3
* xyz 0 1
C 0.967 -0.528 0.290
C -0.382 -0.919 -0.123
N -1.230 -0.029 -0.389
N -0.973 1.263 -0.296
H 0.945 -0.107 1.319
H 1.555 0.057 -0.412
H 1.620 -1.381 0.372
H -0.787 -1.962 -0.161
H -1.615 1.978 -0.754
H -0.101 1.628 0.155
*
```

Atomic partial charges in e from the Mulliken method, atoms 1 to 4: -1.145 0.141 -0.437 -0.264

---

<2>
C2H6N2 | the ωB97M-V functional and the def2-TZVPD basis

- SMILES = N/C=C/N

```
! RIJCOSX wB97M-V def2-TZVPD def2/J DEFGRID3
* xyz 0 1
N 1.058 -1.596 -0.086
C 0.184 -0.574 0.319
C -0.022 0.611 -0.251
N -0.901 1.575 0.257
H 1.530 -1.465 -0.968
H 0.599 -2.496 -0.094
H -0.581 -0.895 1.022
H 0.658 0.974 -1.026
H -1.408 2.136 -0.400
H -1.118 1.729 1.228
*
```

Atomic partial charges in e from the Mulliken method, atoms 1 to 4: -0.505 -0.185 -0.153 -0.428

---

<3>
C2H6N2 | the ωB97M-V functional and the def2-TZVPD basis

```
! RIJCOSX wB97M-V def2-TZVPD def2/J DEFGRID3
* xyz 0 1
C 0.150 0.711 -0.187
C 0.718 -0.678 0.228
N -1.242 0.557 0.262
N -1.569 -0.774 -0.134
H 0.660 1.679 -0.077
H 0.014 0.631 -1.321
H 1.584 -1.238 -0.025
H 0.521 -0.778 1.270
H -1.261 0.419 1.305
H -1.657 -0.923 -1.078
*
```

Atomic partial charges in e from the Mulliken method, atoms 1 to 4: -0.249 -0.609 -0.240 -0.491

---

<4>
C2H6N2 | the ωB97M-V functional and the def2-TZVPD basis

- SMILES = [H]/N=C/NC

```
! RIJCOSX wB97M-V def2-TZVPD def2/J DEFGRID3
* xyz 0 1
H -1.034 -2.031 0.964
N -1.285 -1.095 0.646
C -0.166 -0.449 0.646
N 0.032 0.708 -0.045
C 1.122 0.818 -1.029
H 0.705 -0.969 1.052
H -0.853 1.058 -0.376
H 0.814 1.594 -1.732
H 1.210 -0.133 -1.540
H 2.042 1.150 -0.543
*
```

Atomic partial charges in e from the Mulliken method, atoms 1 to 4: 0.238 -0.675 0.047 -0.328

---

If we sort the structures by their calculated energies, the order from most to least stable is <4>, <2>, <1>, <3>.

---

<1>
C2H6N2 | the ωB97M-V functional and the def2-TZVPD basis

```
! RIJCOSX wB97M-V def2-TZVPD def2/J DEFGRID3
* xyz 0 1
C -0.296 -0.714 -0.347
C 0.025 0.705 0.291
N 0.606 1.800 -0.421
N -0.953 -1.823 0.203
H 0.735 -1.088 -0.533
H 0.888 0.879 0.807
H -1.024 0.792 0.555
H 1.621 1.920 -0.413
H -0.777 -0.578 -1.308
H -0.826 -1.892 1.165
*
```

Atomic partial charges in e from the Mulliken method, atoms 1 to 4: -0.341 -0.260 -0.572 -0.545

---

<2>
C2H6N2 | the ωB97M-V functional and the def2-TZVPD basis

- SMILES = C/C=N\N

```
! RIJCOSX wB97M-V def2-TZVPD def2/J DEFGRID3
* xyz 0 1
C 1.236 -0.246 -0.007
C 0.208 0.947 0.055
N -1.049 0.901 0.047
N -1.632 -0.309 -0.029
H 0.795 -1.097 -0.661
H 1.487 -0.739 1.097
H 2.276 0.177 -0.443
H 0.503 1.947 -0.162
H -2.669 -0.349 -0.005
H -1.155 -1.233 0.107
*
```

Atomic partial charges in e from the Mulliken method, atoms 1 to 4: -0.811 0.042 -0.414 -0.277

---

If we sort the structures by their calculated energies, the order from most to least stable is <2>, <1>.